C15H30CrF8NO19PS2 | wB97M-V/def2-TZVPD

## Properties
2S+1	5
HOMO level (spin up / spin down)	-7.73 / -9.89	eV
HOMO-LUMO gap (spin up / spin down)	7.5 / 9.7	eV

CARTESIAN COORDINATES (ANGSTROEM)
H -3.72181 -3.43524 1.02709
H -3.57747 3.45946 -3.67652
O 3.48963 3.02277 1.96351
P 3.21476 -2.35561 0.04301
H -4.45740 3.56612 1.88094
S 3.04762 2.75855 0.62138
O -2.22996 3.07667 -2.11433
H -4.43315 3.11886 -2.15523
F 4.41396 -3.49814 -0.02180
O -1.84573 -2.43675 1.17126
H 0.23259 -1.83665 -5.57946
O -0.42653 -1.21865 -0.26657
H -3.79331 -1.29240 2.84400
O 1.55830 4.96734 0.12293
C -2.71821 -3.53041 1.44160
H 4.84153 0.63489 -3.55851
O 1.38414 0.38433 -1.88310
H 3.77385 1.40591 4.57335
F 2.71162 -2.73187 -1.41822
F 4.19210 -1.21935 -0.55419
O -3.25782 1.95901 2.25552
O 0.44269 3.85875 2.23127
C -2.68993 -0.25241 -3.22566
H -0.72900 -4.44335 -2.55136
C -2.18431 1.15788 2.01002
O 0.81728 -0.64316 -3.79432
H 1.88844 -1.76638 -5.25755
H 0.51672 -2.66183 2.96688
H -2.75812 3.91664 1.67091
C -1.07795 -2.30519 0.00274
F 3.60169 1.23987 0.42317
O 2.83719 0.10995 -3.54190
F 3.55032 -2.03384 1.57979
O -2.16520 0.03726 2.70612
Cr 0.38470 0.68813 -0.01270
H -3.54796 -0.65350 -3.76513
H -3.57568 4.62276 -2.33316
H -2.40690 -4.49622 1.04361
O -1.14936 1.16176 -1.42215
H -2.80324 -0.93288 4.32462
H -2.26028 -0.85704 -2.42695
C -0.49606 -3.49954 -2.05834
O -1.21129 1.34813 1.15565
F -0.45900 3.80124 0.08860
H -4.04846 0.19838 3.68554
O -1.10089 -3.43424 -0.71797
N 1.34006 2.28615 0.40201
O 3.77615 3.52724 -0.43530
H 4.34016 0.42749 -2.03991
C 3.33066 0.43253 4.36305
C 0.42790 -2.19520 3.94793
C -3.27943 -0.53073 3.43042
H 3.99430 -0.41819 4.20828
C 0.96978 -1.20673 -5.08161
O 0.71446 -0.20459 2.06851
C -2.04963 1.71813 -2.03814
H 0.53673 -3.15116 -2.06772
S 0.89013 3.80217 0.83721
H -2.86818 -3.55560 2.52094
C 1.72307 -0.02416 -2.99724
O -2.94189 1.04625 -2.71493
H 1.06503 -0.36496 -5.76751
C 1.37464 -0.21187 3.11068
F 2.15622 -1.08573 -0.02299
H -1.81744 -0.19957 -3.87687
O 2.39959 0.64125 3.30666
H -3.63934 3.07616 0.48840
H -1.06246 -2.93237 -2.79699
C -3.50760 3.13179 1.56898
C -3.53962 3.56462 -2.59226
C 3.94323 0.82883 -2.97237
H 2.89406 0.10671 5.30714
H 0.52982 -2.94015 4.73708
H -0.61611 -1.88232 3.93150
H 3.80577 1.90306 -2.84899
O 1.22312 -1.03950 4.10384
F 2.11269 -3.50956 0.42184